Below is a molecular structure, C23H35ClN5O2RuSb2, with properties calculated with ωB97M-V with the def2-TZVPD basis set.

```
! RIJCOSX wB97M-V def2-TZVPD def2/J DEFGRID3
* xyz 2 2
H -3.453 3.066 -3.515
C -3.008 -0.133 4.788
H -1.925 0.155 -2.711
C 2.865 -1.149 -2.261
H -1.082 6.258 -1.418
C 4.804 -3.585 -0.125
H -2.389 -4.058 -1.990
C 2.663 -0.400 0.907
C -3.502 -0.209 3.518
N -0.926 4.613 -0.080
C -2.074 2.021 -2.378
H 4.160 1.736 -1.014
C -1.626 0.025 4.979
H -2.201 -2.714 -3.126
H -3.216 -2.520 -1.672
H 2.901 2.665 -0.187
N -1.842 3.161 -1.638
C 4.454 -2.490 -0.896
C -2.640 -0.134 2.399
N -1.484 0.885 -2.165
H 0.526 -4.440 -2.015
H 0.295 0.229 4.066
H 0.182 5.961 1.049
O -0.352 0.122 1.623
H -4.331 -0.414 1.102
H -1.830 6.466 0.174
Ru -0.642 0.282 -0.353
N -2.975 2.196 -3.363
H 3.732 -0.213 0.984
H 2.954 2.626 -1.968
H -2.253 3.998 -2.013
C -3.248 -0.246 1.117
N -0.507 2.328 0.079
C 0.022 4.889 0.995
H 5.175 -1.696 -1.053
C -1.649 5.758 -0.631
H 1.944 -5.351 -0.420
C 3.888 -4.609 0.064
H -0.747 -2.673 1.698
H 0.966 -3.054 -2.991
C 2.274 -3.430 -1.309
C -1.238 0.025 2.584
Cl -4.053 -0.229 6.154
C 2.641 -4.529 -0.533
C 3.195 -2.388 -1.485
C -0.808 -3.381 0.875
H 0.004 -4.102 0.960
Sb -0.622 -2.328 -0.959
H -2.637 5.482 -0.998
H 2.487 -1.472 0.987
H -0.353 4.546 1.962
H 2.217 -1.331 -3.116
H 0.988 4.424 0.788
H -1.761 -3.904 0.906
C 0.926 -3.427 -1.967
H 0.064 2.556 0.880
H -1.241 0.084 5.989
H 5.790 -3.644 0.316
H -4.566 -0.333 3.358
H 4.151 -5.477 0.653
H 2.118 0.117 1.693
C -1.067 3.344 -0.498
Sb 1.924 0.297 -0.954
C -0.769 0.107 3.910
C 3.119 2.052 -1.060
C -2.313 -2.975 -2.074
H 3.766 -0.659 -2.628
O -2.683 -0.225 0.006
H -3.182 1.447 -4.001
*
```

Summary:
Molar mass = 793.609 g/mol
Gap between HOMO and LUMO (spin up / spin down) = 7.58 / 6.24 eV

Atomic partial charges in e from the natural (NBO) method, atoms 1 to 8: atom 1 (H): 0.42, atom 2 (C): -0.08, atom 3 (H): 0.39, atom 4 (C): -0.71, atom 5 (H): 0.22, atom 6 (C): -0.19, atom 7 (H): 0.26, atom 8 (C): -0.98